Entry 1:
98
Properties=species:S:1:pos:R:3:forces:R:3 method="wB97M-V/def2-TZVPD" lumo_energy_ev=-1.464 homo_energy_ev=-7.712 energy_ha=-2465.19321 homo_lumo_gap_ev=6.25 max_force_ha_per_bohr=0.0040
Be -1.21072 0.04178 -0.85528 -0.1 0.0 -0.2
C 3.58580 4.19886 1.50370 0.0 0.0 0.0
C 2.45054 3.86296 2.48089 0.0 0.0 0.0
C 2.00860 5.14900 3.18959 0.0 0.0 0.0
C 2.98804 2.90247 3.54722 0.0 0.0 0.0
C 1.30307 3.23040 1.69397 0.0 -0.1 0.0
C 1.19534 1.86775 1.54263 0.0 0.1 0.0
C 0.16484 1.35289 0.75527 0.0 -0.1 0.1
N -0.17227 0.04305 0.55178 0.1 0.0 -0.1
C 0.30708 -1.12730 0.71720 -0.1 -0.1 0.0
C 1.72265 -1.49840 0.91745 0.0 0.0 0.1
C 2.02147 -3.00284 0.68489 0.0 0.0 0.0
C 0.81875 -3.88163 0.56955 -0.1 0.0 0.0
C -0.47163 -3.54056 0.40037 0.1 0.0 0.0
C -0.72742 -2.11403 0.24173 -0.1 0.1 -0.1
O -1.73464 -1.63129 -0.29843 0.0 -0.1 0.1
C -1.55129 -4.60381 0.18626 0.0 -0.1 0.0
C -1.23304 -5.84228 1.03808 0.0 0.0 -0.1
C -2.94947 -4.11860 0.58520 0.0 0.0 0.1
C -1.55208 -4.98638 -1.30070 0.0 0.0 0.0
C 3.03463 -3.59881 1.70663 0.0 0.0 0.0
C 4.30250 -2.74144 1.82016 0.0 0.0 0.0
C 3.46748 -5.00947 1.28833 0.0 0.0 0.0
C 2.36171 -3.66519 3.08036 0.0 0.0 0.0
C -0.76368 2.16637 0.05791 -0.1 0.1 -0.1
O -1.64826 1.55666 -0.71210 0.0 0.0 0.1
C -0.66555 3.57094 0.21620 0.0 -0.1 0.0
C 0.35713 4.03527 1.02300 0.0 0.0 0.0
C -1.62051 4.50885 -0.51234 0.0 0.1 0.0
C -1.38319 4.37833 -2.02268 0.0 0.0 0.0
C -3.07830 4.15386 -0.17975 0.0 0.0 0.0
C -1.39755 5.97177 -0.12225 0.0 0.0 0.0
H 4.43131 4.64336 2.03434 0.0 0.0 0.0
H 3.93280 3.29976 0.99139 0.0 0.0 0.0
H 3.24849 4.90599 0.74380 0.0 0.0 0.0
H 2.82584 5.52526 3.80757 0.0 0.0 0.0
H 1.74880 5.94015 2.48632 0.0 0.0 0.0
H 1.14713 4.97085 3.83611 0.0 0.0 0.0
H 3.74543 3.40754 4.14905 0.0 0.0 0.0
H 2.19333 2.56049 4.21283 0.0 0.0 0.0
H 3.46471 2.02600 3.10489 0.0 0.0 0.0
H 1.88218 1.18898 2.02826 0.0 0.0 0.0
H 2.14072 -1.07627 1.82980 0.0 0.0 0.0
H 1.04103 -4.94218 0.55554 0.0 0.0 0.0
H -1.08155 -5.57921 2.08699 0.0 0.0 0.0
H -2.06706 -6.54276 0.98257 0.0 0.0 0.0
H -0.34944 -6.37537 0.68416 0.0 0.0 0.0
H -2.97375 -3.75606 1.61623 0.0 0.0 0.0
H -3.30901 -3.32809 -0.06522 0.0 0.0 0.0
H -3.63862 -4.96148 0.51454 0.0 0.0 0.0
H -0.58137 -5.39408 -1.59344 0.0 0.0 0.0
H -2.30951 -5.75213 -1.48491 0.0 0.0 0.0
H -1.76185 -4.12527 -1.93417 0.0 0.0 0.0
H 4.92585 -2.80831 0.92751 0.0 0.0 0.0
H 4.09419 -1.68857 2.01037 0.0 0.0 0.0
H 4.90212 -3.10555 2.65598 0.0 0.0 0.0
H 3.77047 -5.04601 0.23920 0.0 0.0 0.0
H 4.32613 -5.31771 1.88695 0.0 0.0 0.0
H 2.68660 -5.75404 1.44596 0.0 0.0 0.0
H 2.12972 -2.67013 3.46545 0.0 0.0 0.0
H 1.43161 -4.23675 3.04391 0.0 0.0 0.0
H 3.02373 -4.15056 3.79962 0.0 0.0 0.0
H 0.44519 5.10472 1.14260 0.0 0.0 0.0
H -1.55543 3.36000 -2.36078 0.0 0.0 0.0
H -2.06237 5.04536 -2.56154 0.0 0.0 0.0
H -0.35902 4.66013 -2.27668 0.0 0.0 0.0
H -3.31786 3.13682 -0.48014 0.0 0.0 0.0
H -3.26603 4.26030 0.89123 0.0 0.0 0.0
H -3.74754 4.83956 -0.70675 0.0 0.0 0.0
H -0.39826 6.32094 -0.38936 0.0 0.0 0.0
H -2.11602 6.59329 -0.65964 0.0 0.0 0.0
H -1.54916 6.13829 0.94669 0.0 0.0 0.0
N -5.64542 2.87838 -2.92517 -0.1 0.0 0.0
C -4.62315 1.95978 -3.09235 0.0 -0.1 0.0
C -4.66313 0.72595 -2.43822 0.0 0.0 0.0
C -3.64828 -0.19503 -2.62470 -0.1 0.0 0.0
C -2.57810 0.11208 -3.45570 0.0 0.0 0.1
C -2.54139 1.32307 -4.13138 0.0 0.0 0.0
C -3.56481 2.23286 -3.96343 0.0 0.0 0.0
S -1.23250 -1.01196 -3.57396 -0.1 0.0 0.0
O -0.51041 -0.76355 -4.78963 0.0 -0.1 0.0
O -1.77411 -2.32455 -3.32023 0.1 0.0 -0.1
N -0.35863 -0.45747 -2.28558 0.2 0.0 0.1
C 0.88614 -0.98658 -2.04060 0.0 0.0 0.1
N 1.71515 -0.34052 -1.29992 0.0 -0.1 0.0
C 2.52175 -1.13346 -0.41729 0.0 0.1 0.0
C 2.67484 -2.64681 -0.71281 0.0 -0.1 0.1
C 1.93597 -3.03590 -1.95354 0.0 0.0 0.0
N 1.11872 -2.28840 -2.56532 0.0 0.0 0.0
H -6.18525 2.79001 -2.08136 0.0 0.0 0.0
H -5.42451 3.83229 -3.15510 0.0 0.0 0.0
H -5.49721 0.49009 -1.78856 0.0 0.0 0.0
H -3.68292 -1.15844 -2.13340 0.0 0.0 0.0
H -1.70617 1.54128 -4.78386 0.0 0.0 0.0
H -3.54177 3.17655 -4.49502 0.0 0.0 0.0
H 3.46537 -0.63643 -0.19510 0.0 0.0 0.0
H 3.69864 -3.01411 -0.78982 0.0 0.0 0.0
H 2.13761 -4.01560 -2.38998 0.0 0.0 0.0

Entry 2:
128
Properties=species:S:1:pos:R:3:forces:R:3 method="wB97M-V/def2-TZVPD" lumo_energy_ev=-0.718 homo_energy_ev=-10.137 energy_ha=-7557.80602 homo_lumo_gap_ev=9.42 smiles="NC[C@H](O)CC1=C(CCCBr)C(=O)OC1=O.CCOC(=O)C(F)(F)F.CCOC(=O)C(F)(F)F.CCOC(=O)C(F)(F)F.CCOC(=O)C(F)(F)F.CCOC(=O)C(F)(F)F.CCOC(=O)C(F)(F)F.CCOC(=O)C(F)(F)F" max_force_ha_per_bohr=0.0156
N 3.34876 0.19159 -3.30978 -0.5 0.1 0.3
C 1.99143 0.69262 -2.99834 0.4 -0.5 -0.3
C 1.12958 0.66448 -4.25865 0.2 0.8 0.0
O 1.37217 1.88372 -4.98799 -0.2 -0.3 0.0
C -0.35794 0.64917 -3.93039 -0.1 -0.2 -0.3
C -1.00649 -0.64441 -3.56362 0.1 -0.2 0.3
C -0.65053 -1.94089 -3.55666 0.0 0.3 -0.2
C 0.70873 -2.54047 -3.85053 -0.4 -0.3 0.3
C 0.87979 -4.04818 -3.55073 0.6 0.0 -0.1
C 1.67955 -4.32106 -2.26790 0.0 0.1 -0.2
Br 0.54594 -4.96324 -0.82663 0.1 0.0 0.1
C -1.89239 -2.72138 -3.22210 -0.2 -0.2 -0.2
O -2.09173 -3.89127 -3.13351 0.1 0.2 -0.1
O -2.93939 -1.82503 -3.03434 0.1 0.0 0.4
C -2.38195 -0.57325 -2.97814 0.3 0.2 0.3
O -2.87919 0.34552 -2.40338 -0.2 -0.1 -0.5
H 3.91437 0.24515 -2.46834 0.1 0.1 -0.1
H 3.27220 -0.80219 -3.50875 0.1 0.0 -0.1
H 1.51874 0.10218 -2.20180 -0.1 0.2 0.0
H 2.07331 1.73869 -2.69825 -0.1 -0.1 0.2
H 1.44193 -0.16353 -4.89956 -0.2 -0.2 0.1
H 1.80350 1.66274 -5.81876 0.0 0.1 0.1
H -0.89131 1.01261 -4.81867 0.0 0.0 0.1
H -0.58261 1.37893 -3.14663 0.1 0.0 0.0
H 0.96431 -2.34833 -4.89403 -0.1 0.0 0.0
H 1.42265 -1.99493 -3.22687 0.0 0.1 -0.2
H 1.43955 -4.49652 -4.37790 -0.1 0.1 0.0
H -0.07445 -4.55941 -3.50717 0.0 0.0 -0.1
H 2.46131 -5.06310 -2.42143 -0.2 -0.1 0.1
H 2.16099 -3.41902 -1.88919 -0.1 -0.1 0.0
C 7.17934 4.73674 -8.10146 -0.2 0.0 0.0
C 7.65056 3.59517 -7.22895 0.3 0.2 -0.1
O 6.54446 2.96463 -6.54327 -0.2 -0.2 0.0
C 5.84082 2.10092 -7.26025 0.2 0.1 0.0
O 6.02039 1.78958 -8.39921 0.0 0.0 0.0
C 4.73239 1.47209 -6.39303 -0.3 -0.2 0.1
F 4.05805 2.39338 -5.69698 0.1 0.1 -0.2
F 5.25184 0.59522 -5.53397 0.2 0.0 -0.1
F 3.84940 0.82603 -7.16336 0.0 0.0 0.0
H 6.61284 5.45791 -7.51180 0.1 0.0 0.0
H 8.03696 5.24321 -8.54250 0.0 0.0 0.0
H 6.53922 4.37878 -8.90663 0.1 0.0 0.0
H 8.29898 3.95588 -6.43381 -0.1 0.0 0.1
H 8.19466 2.84466 -7.80030 -0.1 -0.1 0.0
C 5.81678 3.48932 -3.22071 0.3 0.0 0.3
C 5.01476 4.41437 -2.33593 -0.2 -0.1 -0.4
O 5.49969 4.39651 -0.97398 0.0 0.0 0.1
C 6.57022 5.13340 -0.73052 -0.1 0.0 -0.1
O 7.17393 5.81789 -1.50129 0.1 0.0 0.0
C 6.94212 5.02208 0.76244 0.1 0.0 0.0
F 6.91648 3.74594 1.17309 0.0 0.0 0.0
F 6.07078 5.71430 1.50500 0.0 0.0 0.0
F 8.15906 5.50522 0.98003 0.0 0.0 0.0
H 5.82217 2.47698 -2.81422 -0.1 0.0 0.0
H 5.39576 3.45759 -4.21844 -0.1 0.1 0.0
H 6.85206 3.82302 -3.29644 0.0 0.1 0.0
H 3.97910 4.08795 -2.26956 0.0 0.0 0.1
H 5.02056 5.43773 -2.70879 0.1 0.0 0.1
C -4.07438 -0.43354 0.79141 0.2 -0.1 0.2
C -4.98661 0.42378 1.63506 -0.3 -0.1 -0.4
O -4.46224 0.58944 2.97340 0.0 0.1 0.1
C -3.52200 1.50068 3.12744 -0.1 -0.1 -0.1
O -3.05674 2.22336 2.29523 0.0 0.0 0.0
C -3.11547 1.56871 4.61446 0.1 0.0 0.0
F -2.91974 0.35407 5.13268 0.0 0.0 0.0
F -4.09504 2.16923 5.30766 0.0 0.0 0.1
F -2.00105 2.27660 4.76621 0.0 0.0 0.0
H -3.90467 -1.39229 1.28358 -0.1 0.0 0.0
H -4.52304 -0.61123 -0.18495 0.0 0.0 0.0
H -3.10773 0.04591 0.63946 0.0 0.1 -0.1
H -5.94766 -0.06227 1.76990 0.0 0.0 0.2
H -5.15640 1.40286 1.18703 0.2 0.1 0.1
C -6.21870 3.94804 3.83808 -0.2 -0.1 0.1
C -6.91380 5.17329 3.29007 0.4 0.1 -0.1
O -8.33813 4.96380 3.17307 -0.1 0.0 0.0
C -9.03902 5.09728 4.28739 0.1 0.0 -0.1
O -8.62914 5.38049 5.37314 0.0 0.0 0.0
C -10.53527 4.87073 3.98472 0.0 0.0 0.0
F -10.71931 3.78484 3.22769 0.0 0.0 0.0
F -11.02854 5.92839 3.32645 0.0 0.0 0.0
F -11.22063 4.72000 5.11205 0.0 0.0 0.0
H -6.44596 3.07509 3.22364 0.1 0.0 0.0
H -5.14088 4.10255 3.84283 0.0 0.0 0.0
H -6.53927 3.73467 4.85680 0.0 0.1 0.0
H -6.57996 5.39000 2.27794 -0.1 0.0 0.0
H -6.72615 6.05271 3.90478 -0.1 0.0 0.1
C -6.96877 -3.42915 6.00863 -0.1 0.2 -0.1
C -6.99203 -4.31553 4.78381 0.2 -0.2 0.3
O -7.89047 -3.79792 3.77588 -0.1 0.0 -0.1
C -7.41603 -2.81401 3.03217 0.1 -0.2 0.2
O -6.33056 -2.31762 3.10161 0.0 0.1 -0.1
C -8.47355 -2.39893 1.98768 0.0 0.1 0.0
F -9.67917 -2.26288 2.54244 0.0 0.0 0.0
F -8.55193 -3.32998 1.02932 0.0 0.0 0.0
F -8.13752 -1.24206 1.42111 0.0 0.0 0.0
H -7.97662 -3.29829 6.40336 0.0 -0.1 0.0
H -6.34641 -3.88102 6.78008 0.0 0.0 0.0
H -6.56514 -2.44497 5.77424 0.1 0.0 0.0
H -7.38256 -5.30202 5.02236 -0.1 0.0 -0.1
H -5.99843 -4.43556 4.35337 0.0 0.1 -0.1
C 8.71092 1.68675 3.33673 0.2 -0.1 0.1
C 7.75265 0.75059 2.63504 -0.2 0.4 0.0
O 8.40303 -0.48286 2.25848 0.0 -0.1 0.0
C 8.54382 -1.38328 3.21834 -0.1 0.1 -0.1
O 8.18795 -1.29390 4.35487 0.0 0.0 0.0
C 9.22207 -2.64502 2.64419 0.0 0.0 0.0
F 10.27889 -2.32816 1.88943 0.0 0.0 0.0
F 8.35041 -3.31842 1.88048 0.0 0.0 0.0
F 9.62735 -3.44325 3.62402 0.0 0.0 0.0
H 9.58767 1.86951 2.71477 0.0 0.1 0.0
H 8.21944 2.63783 3.53712 0.0 0.0 0.0
H 9.04923 1.26553 4.28260 -0.1 0.0 0.0
H 7.40779 1.18446 1.69966 0.1 -0.1 -0.1
H 6.88061 0.53021 3.24942 0.1 -0.1 0.1
C -3.17541 -8.52744 2.25409 0.1 0.1 0.2
C -3.65353 -7.19605 1.71937 -0.1 -0.3 -0.2
O -3.40523 -6.13001 2.66195 0.0 0.1 0.1
C -2.16958 -5.65333 2.68076 -0.1 -0.1 -0.1
O -1.24999 -6.00811 2.00608 0.1 0.0 0.0
C -2.07760 -4.49427 3.69539 0.1 0.0 0.0
F -2.66660 -4.81551 4.85250 0.0 0.0 0.0
F -2.69231 -3.41249 3.19970 0.0 0.0 0.0
F -0.80982 -4.18680 3.93724 0.0 0.0 0.0
H -3.63351 -8.73664 3.22118 -0.1 0.0 0.0
H -3.44412 -9.32310 1.56011 0.0 0.0 0.0
H -2.09394 -8.53337 2.38276 0.0 0.0 -0.1
H -4.73202 -7.19696 1.57871 0.0 0.1 0.1
H -3.18571 -6.95093 0.76670 0.1 0.1 0.1